Record 1
The following is a quantum chemistry calculation of a 6-piece molecular cluster, C20H55N3O7 overall, from the OMol25 dataset.

Values from the calculation:
- max |F| (eV/A) = 4.1
- frontier orbital gap (eV) = 9.3
- SMILES string = COC[C@H](C)N.COC[C@H](C)N.COCCNCCOC.CCO.CCO.CCO

The geometry in ORCA input format:
```
! wB97M-V def2-TZVPD RIJCOSX def2/J DEFGRID3
* xyz 0 1
C -1.28 -21.17 -4.73
C -1.58 -21.90 -3.53
O -2.37 -22.92 -3.91
H -0.62 -20.31 -4.61
H -2.18 -20.71 -5.14
H -1.02 -21.84 -5.56
H -2.06 -21.26 -2.79
H -0.71 -22.42 -3.15
H -3.13 -22.50 -4.32
C -7.24 -18.64 -0.22
C -7.97 -18.63 -1.65
O -8.83 -17.50 -1.71
H -7.93 -18.84 0.60
H -6.86 -17.63 -0.08
H -6.39 -19.30 -0.08
H -8.58 -19.53 -1.70
H -7.15 -18.73 -2.36
H -9.45 -17.60 -2.43
C -9.93 -14.36 4.29
C -9.57 -14.23 2.84
O -8.25 -14.03 2.65
H -9.53 -13.47 4.77
H -9.29 -15.16 4.68
H -11.00 -14.53 4.33
H -10.00 -13.31 2.44
H -10.02 -15.02 2.24
H -7.98 -14.39 1.80
C -12.09 -22.12 2.22
O -12.48 -22.98 3.19
C -11.52 -23.82 3.83
C -12.15 -24.76 4.81
N -11.16 -25.14 5.82
C -11.74 -25.43 7.13
C -10.60 -25.64 8.14
O -11.09 -26.25 9.29
C -11.83 -25.29 10.12
H -11.22 -21.59 2.60
H -13.02 -21.61 1.95
H -11.74 -22.65 1.33
H -10.89 -23.20 4.47
H -11.00 -24.37 3.05
H -12.39 -25.69 4.30
H -13.13 -24.38 5.12
H -10.66 -24.28 5.97
H -12.41 -26.28 7.11
H -12.34 -24.54 7.29
H -10.07 -24.73 8.40
H -9.78 -26.18 7.65
H -11.51 -25.30 11.16
H -12.90 -25.44 10.00
H -11.60 -24.29 9.75
C -11.14 -14.97 -10.01
C -11.93 -14.68 -8.72
C -11.66 -15.89 -7.78
O -12.02 -15.79 -6.38
C -13.39 -16.02 -6.18
N -11.36 -13.43 -8.11
H -11.35 -14.28 -10.83
H -11.63 -15.79 -10.53
H -10.08 -15.21 -9.93
H -13.01 -14.56 -8.84
H -10.59 -16.04 -7.65
H -12.05 -16.80 -8.23
H -13.47 -17.08 -5.94
H -13.98 -15.81 -7.07
H -13.74 -15.60 -5.23
H -12.12 -13.04 -7.56
H -10.65 -13.75 -7.47
C -8.46 -10.92 -2.90
C -7.87 -9.57 -2.54
C -6.40 -9.56 -2.90
O -5.76 -8.40 -2.44
C -4.45 -8.34 -3.00
N -8.71 -8.60 -3.08
H -8.23 -11.11 -3.95
H -9.51 -11.02 -2.60
H -7.89 -11.73 -2.46
H -8.08 -9.47 -1.47
H -6.33 -9.47 -3.98
H -5.90 -10.46 -2.51
H -4.09 -7.36 -2.67
H -4.40 -8.41 -4.08
H -3.82 -9.14 -2.60
H -8.22 -7.77 -2.79
H -9.62 -8.55 -2.66
*
```



Record 2
The following is a quantum chemistry calculation of a 8-piece molecular cluster, C20H55N7O12 overall, from the OMol25 dataset.

Values from the calculation:
- max |F| (eV/A) = 6.5
- frontier orbital gap (eV) = 8.4
- SMILES string = CC1(C)CCCC(C)(C)N1O.NC(N)=O.NC(N)=O.NC(N)=O.OCCO.OCCO.OCCO.OCCO

The geometry in ORCA input format:
```
! wB97M-V def2-TZVPD RIJCOSX def2/J DEFGRID3
* xyz 0 1
C -0.79 -2.44 -4.60
C -1.38 -1.31 -3.76
C -0.23 -0.80 -2.82
C 0.88 0.02 -3.51
C 0.28 1.22 -4.16
C -0.86 0.86 -5.12
N -1.82 -0.06 -4.44
O -2.94 -0.30 -5.23
C -1.45 2.23 -5.43
C -0.10 0.32 -6.44
C -2.43 -1.99 -2.83
H -0.33 -3.22 -3.98
H 0.02 -2.16 -5.28
H -1.56 -3.02 -5.12
H -0.72 -0.21 -2.04
H 0.19 -1.68 -2.32
H 1.57 -0.48 -4.20
H 1.46 0.47 -2.71
H 1.07 1.61 -4.80
H 0.02 1.89 -3.34
H -0.71 2.92 -5.83
H -2.20 2.14 -6.21
H -1.90 2.64 -4.53
H 0.48 1.16 -6.83
H 0.66 -0.44 -6.25
H -0.82 0.07 -7.23
H -3.30 -2.28 -3.42
H -2.86 -1.29 -2.11
H -2.12 -2.91 -2.33
H -3.58 0.29 -4.82
C 3.22 -4.59 1.32
C 3.26 -3.49 0.25
O 3.86 -3.98 -0.92
O 2.09 -5.46 1.20
H 3.07 -4.12 2.29
H 4.17 -5.09 1.55
H 3.84 -2.65 0.65
H 2.33 -2.93 0.10
H 3.34 -4.71 -1.27
H 2.12 -5.83 0.32
C 0.20 0.39 0.60
C 0.39 -0.24 1.96
O 0.71 0.78 2.83
O -0.99 1.23 0.45
H 0.05 -0.48 -0.04
H 1.04 0.99 0.24
H 1.19 -0.96 1.79
H -0.60 -0.55 2.27
H 0.24 1.53 2.46
H -0.74 1.76 -0.31
C 0.80 4.12 3.19
C 0.33 3.57 4.59
O -1.06 3.60 4.64
O 0.84 5.56 3.30
H 0.08 3.91 2.39
H 1.80 3.78 2.92
H 0.81 4.17 5.36
H 0.57 2.51 4.69
H -1.38 4.45 4.95
H 0.00 5.75 3.73
C -1.25 -5.09 -0.23
C -0.47 -3.77 0.25
O 0.01 -3.84 1.57
O -0.42 -6.22 -0.04
H -1.63 -4.97 -1.25
H -2.09 -5.16 0.45
H -1.14 -2.97 -0.04
H 0.43 -3.62 -0.35
H 0.58 -4.61 1.50
H 0.29 -6.23 -0.69
C 1.07 -1.35 6.76
O -0.13 -1.63 6.56
N 1.77 -1.63 7.81
N 1.76 -0.73 5.82
H 2.64 -1.12 7.70
H 1.43 -2.05 8.65
H 1.39 -0.65 4.88
H 2.66 -0.34 6.06
C 0.88 4.54 -0.88
O 0.21 3.50 -0.81
N 2.06 4.70 -0.36
N 0.43 5.68 -1.29
H 2.56 3.91 0.03
H 2.44 5.61 -0.15
H -0.54 5.73 -1.56
H 0.95 6.53 -1.17
C -3.62 2.14 2.86
O -4.43 1.43 2.21
N -2.32 1.90 2.96
N -3.92 3.17 3.56
H -1.88 1.23 2.35
H -1.77 2.41 3.64
H -3.17 3.72 3.95
H -4.88 3.47 3.48
*
```



Number 1: lowest unoccupied orbital energy 0.3271 eV. Number 2: lowest unoccupied orbital energy 0.0662 eV.